1.
Computed, not measured: a 3-piece molecular cluster, C37H69BrN4O9S2 overall, with wB97M-V/def2-TZVPD.

Last column: Löwdin charge in e.
Element x y z (Å)
1 Br 1.56 0.75 -5.65  0.61
2 S 3.52 1.20 1.93  0.82
3 S 5.33 5.28 0.27  0.87
4 O -2.52 -3.40 -0.85  -0.20
5 O -4.77 -4.52 2.90  -0.20
6 O 2.32 1.86 1.19  -0.36
7 O 2.98 0.05 2.86  -0.40
8 O 4.58 -3.23 1.09  -0.20
9 O 5.26 -6.36 4.26  -0.20
10 O 4.19 2.44 2.94  -0.23
11 O -0.29 5.80 3.92  -0.07
12 O 0.19 7.53 2.17  -0.14
13 N 4.56 -3.43 4.25  -0.05
14 N -5.52 -3.79 0.07  -0.05
15 N 5.28 3.62 -0.33  -0.32
16 N 3.82 5.84 -0.49  -0.30
17 C 4.54 0.74 -1.81  -0.17
18 C 5.05 -4.55 1.27  -0.09
19 C -2.88 3.74 -3.84  -0.21
20 C 1.70 4.77 -2.13  -0.03
21 C -5.88 -5.06 2.17  -0.20
22 C -5.80 0.82 -0.81  -0.14
23 C 0.53 -1.25 -1.97  -0.12
24 C -0.74 7.41 -0.17  -0.17
25 C 6.64 -6.13 4.49  -0.11
26 C 4.05 3.43 -1.19  -0.17
27 C 3.98 -2.41 3.37  -0.21
28 C 0.28 0.10 -2.92  -0.24
29 C 4.41 -5.71 5.21  -0.20
30 C 0.75 6.87 -0.62  -0.22
31 C 1.20 3.40 -2.96  -0.02
32 C -0.95 6.91 1.41  -0.18
33 C -0.20 3.53 -3.79  -0.19
34 C 3.11 4.77 -1.29  -0.16
35 C -6.38 0.61 -2.37  -0.25
36 C -3.49 -4.25 -1.45  -0.21
37 C 4.80 0.42 0.80  -0.21
38 C -1.56 3.30 -2.90  -0.20
39 C 0.82 6.18 -2.11  -0.16
40 C -5.16 0.51 -3.45  -0.23
41 C 3.66 -4.53 4.57  -0.20
42 C 0.48 6.76 3.39  -0.14
43 C 3.51 -2.86 1.97  -0.21
44 C 1.68 0.62 -3.65  -0.65
45 C 3.53 2.06 -2.01  -0.02
46 C 4.03 -0.17 -0.54  -0.19
47 C -4.98 1.99 -4.22  -0.21
48 C 2.13 2.01 -2.90  -0.07
49 C -5.00 -3.21 3.40  -0.11
50 C -2.34 -3.60 0.55  -0.09
51 C -4.29 3.13 -3.24  -0.20
52 C -5.58 -5.13 0.67  -0.21
53 C -4.95 -3.77 -1.28  -0.19
54 H 6.92 -5.11 4.21  0.07
55 H 7.21 -6.82 3.86  0.09
56 H 3.17 -4.92 3.67  0.10
57 H 4.26 -5.25 1.56  0.09
58 H 1.50 7.03 3.94  0.17
59 H -5.60 -4.34 -1.95  0.12
60 H -2.72 3.20 -4.89  0.11
61 H 1.49 7.80 -0.50  0.13
62 H 4.74 -1.63 3.24  0.10
63 H -7.03 1.56 -2.67  0.10
64 H -2.47 -4.65 0.84  0.09
65 H -1.32 -3.30 0.81  0.09
66 H -3.35 -5.29 -1.14  0.11
67 H -0.29 -2.09 -2.16  0.08
68 H 1.06 6.02 0.16  0.11
69 H -3.02 -2.95 1.10  0.07
70 H -7.11 -0.32 -2.37  0.10
71 H -5.38 -0.35 -4.24  0.11
72 H -4.63 0.93 -0.93  0.06
73 H -6.09 2.29 -4.52  0.11
74 H -2.91 4.90 -4.05  0.11
75 H 3.67 -6.46 5.53  0.12
76 H -0.84 5.72 1.36  0.15
77 H 2.88 -4.18 5.25  0.12
78 H -6.35 -5.72 0.17  0.12
79 H -0.29 2.85 -4.74  0.08
80 H -0.02 0.96 -2.14  0.10
81 H 2.75 -3.63 2.00  0.11
82 H -6.32 1.80 -0.40  0.08
83 H -4.16 2.68 -2.14  0.10
84 H -6.02 -6.09 2.54  0.12
85 H 3.14 -1.93 3.89  0.11
86 H -4.99 -2.72 -1.62  0.11
87 H 5.61 1.18 -1.64  0.11
88 H -1.77 2.17 -2.62  0.10
89 H -3.27 -4.24 -2.53  0.12
90 H 5.70 1.15 0.53  0.11
91 H 4.41 -1.28 -0.69  0.12
92 H 5.48 -4.90 0.32  0.09
93 H 4.96 -5.39 6.11  0.12
94 H 1.40 6.95 -2.81  0.13
95 H -4.20 -2.97 4.10  0.09
96 H -5.09 4.02 -3.18  0.11
97 H -4.97 -3.19 0.66  0.06
98 H 2.48 -0.23 -3.42  0.08
99 H 0.43 -0.96 -0.81  0.09
100 H 6.91 -6.32 5.53  0.09
101 H -1.57 6.95 -0.85  0.11
102 H -0.80 8.59 -0.20  0.12
103 H -5.96 -3.15 3.93  0.09
104 H -4.11 0.24 -2.96  0.10
105 H -4.98 -2.48 2.59  0.07
106 H -1.99 7.26 1.81  0.14
107 H 3.04 -1.99 1.50  0.09
108 H 5.39 -3.79 3.80  0.06
109 H 5.28 -0.51 1.37  0.11
110 H -0.29 6.01 -2.47  0.09
111 H 4.57 0.16 -2.84  0.11
112 H -6.81 -4.52 2.37  0.12
113 H -4.62 -5.66 0.55  0.10
114 H 2.86 -0.23 -0.42  0.11
115 H 4.36 1.97 3.81  0.10
116 H -4.41 1.84 -5.24  0.10
117 H 1.59 -1.72 -2.09  0.07
118 H 5.87 -4.56 2.00  0.07
119 H -6.12 -0.06 -0.10  0.07
120 H -0.25 4.65 -4.20  0.12
121 H -0.58 -0.07 -3.72  0.11
122 H -1.62 4.00 -1.95  0.12

Calculated values
Kohn-Sham gap (eV): 6.573
DFT total energy (eV): -155565.608
Highest occupied orbital energy (eV): -7.93
Molecular weight (g mol⁻¹): 858.0
SMILES: CCCCCCCCc1c([C@H](Br)CC)c(CCCS(=O)(=O)O)c2nsnc2c1CCCCOC=O.COCCNCCOC.COCCNCCOC
Net charge: 0

---

2.
Computed, not measured: one molecule with the formula BrFO2S, with wB97M-V/def2-TZVPD.

Last column: natural (NBO) charge in e.
Element x y z (Å)
1 Br 2.16 0.04 -0.01  -0.04
2 S -0.18 0.24 0.01  2.15
3 F -0.69 -1.64 0.07  -0.53
4 O -0.60 0.52 -1.28  -0.81
5 O -0.69 0.85 1.21  -0.78

Calculated values
Kohn-Sham gap (eV): 9.188
DFT total energy (eV): -87687.983
Energy above the lowest of the compared OMol25 structures with the same formula, charge and spin (eV): 1.360
Highest occupied orbital energy (eV): -12.29
Molecular weight (g mol⁻¹): 163.0
SMILES: O=S(=O)(F)Br
Net charge: 0

---

3.
Computed, not measured: one molecule with the formula C3H8N4S, with wB97M-V/def2-TZVPD.

Last column: natural (NBO) charge in e.
Element x y z (Å)
1 S -1.27 0.62 -0.79  0.44
2 N -2.11 -0.50 0.17  -0.54
3 N 2.49 -0.09 0.41  -0.65
4 N 0.59 1.88 0.59  -0.66
5 N 1.28 -0.23 -0.27  -0.31
6 C -1.67 -0.91 1.28  -0.10
7 C 0.35 0.79 -0.03  0.24
8 C 0.94 -1.58 -0.68  -0.43
9 H -0.70 -0.62 1.74  0.16
10 H 1.73 -1.96 -1.34  0.20
11 H 3.23 -0.22 -0.23  0.36
12 H 0.81 -2.25 0.15  0.18
13 H 2.57 -0.81 1.17  0.34
14 H 0.01 -1.59 -1.27  0.23
15 H 1.56 1.85 0.92  0.36
16 H -2.32 -1.59 1.85  0.18

Calculated values
Kohn-Sham gap (eV): 9.542
DFT total energy (eV): -20034.029
Energy above the lowest of the compared OMol25 structures with the same formula, charge and spin (eV): 2.208
Highest occupied orbital energy (eV): -8.90
Molecular weight (g mol⁻¹): 132.2
SMILES: [H]/N=C(/SN=C)N(C)N
Net charge: 0

---

4.
Computed, not measured: one molecule with the formula C3H9NOS, with wB97M-V/def2-TZVPD.

Last column: natural (NBO) charge in e.
Element x y z (Å)
1 S 1.77 1.94 -1.16  -0.05
2 O -1.54 -1.48 1.13  -0.71
3 N 0.58 0.39 1.26  -0.83
4 C -0.20 0.31 0.02  -0.09
5 C 0.71 0.45 -1.18  -0.52
6 C -1.04 -1.01 -0.08  -0.07
7 H -2.17 -0.88 1.52  0.47
8 H -1.85 -0.83 -0.80  0.16
9 H -0.37 -1.74 -0.54  0.17
10 H 1.37 -0.25 1.20  0.35
11 H -0.93 1.12 -0.01  0.18
12 H 2.25 1.74 0.07  0.14
13 H -0.02 0.05 2.00  0.37
14 H 1.30 -0.46 -1.33  0.21
15 H 0.15 0.66 -2.09  0.23

Calculated values
Kohn-Sham gap (eV): 9.724
DFT total energy (eV): -17629.332
Energy above the lowest of the compared OMol25 structures with the same formula, charge and spin (eV): 0.873
Highest occupied orbital energy (eV): -8.99
Molecular weight (g mol⁻¹): 107.2
SMILES: N[C@H](CO)CS
Net charge: 0

---

5.
Computed, not measured: a 4-piece molecular cluster, C4H10Cl4N2O4 overall, with wB97M-V/def2-TZVPD.

Last column: natural (NBO) charge in e.
Element x y z (Å)
1 Cl -4.43 -3.44 3.79  -0.04
2 Cl -4.07 -1.27 1.84  -0.03
3 Cl 3.77 -0.76 0.78  -0.02
4 Cl 2.68 1.92 0.15  -0.02
5 O -0.70 -1.56 1.67  -0.41
6 O 0.50 0.01 2.50  -0.37
7 O -0.87 -0.08 -3.01  -0.37
8 O -0.95 2.04 -2.71  -0.38
9 N -0.40 1.04 -3.14  0.53
10 N -0.25 -0.44 1.67  0.55
11 C -0.77 0.46 0.58  -0.49
12 C -3.37 -2.70 2.59  -0.39
13 C 3.98 1.00 0.90  -0.41
14 C 0.84 1.22 -3.91  -0.49
15 H 4.00 1.24 1.96  0.23
16 H 0.72 2.14 -4.48  0.24
17 H 1.01 0.37 -4.54  0.24
18 H -0.95 -0.24 -0.23  0.24
19 H -1.72 0.85 0.93  0.24
20 H -2.49 -2.39 3.14  0.23
21 H 4.95 1.34 0.54  0.22
22 H 1.68 1.46 -3.26  0.25
23 H -3.11 -3.46 1.86  0.23
24 H -0.05 1.25 0.41  0.23

Calculated values
Kohn-Sham gap (eV): 10.615
DFT total energy (eV): -65564.344
Energy above the lowest of the compared OMol25 structures with the same formula, charge and spin (eV): 0.137
Highest occupied orbital energy (eV): -10.69
Molecular weight (g mol⁻¹): 291.9
SMILES: C[N+](=O)[O-].C[N+](=O)[O-].ClCCl.ClCCl
Net charge: 0

---

6.
Computed, not measured: an isolated ion of composition C10H13NO3P and charge -1, with wB97M-V/def2-TZVPD.

Last column: natural (NBO) charge in e.
Element x y z (Å)
1 P -2.29 1.58 -0.37  1.85
2 O -3.14 0.89 -1.37  -1.09
3 O 4.11 0.82 -1.31  -0.63
4 O -0.07 -1.77 -0.10  -0.59
5 N 4.35 0.38 0.81  -0.84
6 C 1.28 -0.17 -1.08  -0.21
7 C 0.07 1.48 0.89  -0.16
8 C 1.44 1.27 0.84  -0.37
9 C -0.16 -0.38 -0.77  0.03
10 C -2.23 -3.07 -0.50  -0.65
11 C 2.04 0.47 -0.17  -0.12
12 C -0.78 0.73 0.10  -0.62
13 C -1.33 -2.21 0.37  -0.06
14 C 3.54 0.64 -0.25  0.67
15 C -2.88 2.92 0.49  -1.18
16 H -3.03 -3.41 0.01  0.20
17 H 4.14 0.72 1.72  0.39
18 H 2.21 1.84 1.43  0.17
19 H -0.70 -0.66 -1.62  0.20
20 H -2.58 -2.47 -1.33  0.21
21 H 5.34 0.17 0.65  0.39
22 H -3.86 2.98 0.27  0.23
23 H -1.71 -3.79 -1.12  0.20
24 H -2.03 -1.28 0.75  0.17
25 H 1.86 -0.55 -1.86  0.21
26 H -0.52 2.18 1.36  0.20
27 H -0.97 -2.85 1.21  0.16
28 H -2.10 3.52 0.95  0.24

Calculated values
Kohn-Sham gap (eV): 6.731
DFT total energy (eV): -27500.515
Energy above the lowest of the compared OMol25 structures with the same formula, charge and spin (eV): 5.135
Highest occupied orbital energy (eV): -3.37
Molecular weight (g mol⁻¹): 226.2
SMILES: C=P([O-])=C1C=CC(C(N)=O)=C[C@H]1OCC
Net charge: -1

---

7.
Computed, not measured: one molecule with the formula C9H6NO3P, with wB97M-V/def2-TZVPD.

Last column: natural (NBO) charge in e.
Element x y z (Å)
1 P -0.42 -1.40 0.41  1.64
2 O -0.77 -2.83 0.46  -1.03
3 O -1.50 1.10 0.36  -0.37
4 O 1.30 0.24 -0.88  -0.44
5 N 2.71 1.58 0.30  -0.57
6 C -3.22 -0.42 0.03  -0.19
7 C -2.66 1.70 0.19  0.18
8 C -3.70 0.86 -0.04  -0.34
9 C 3.29 -0.78 -0.14  -0.23
10 C 2.28 -1.64 -0.03  -0.22
11 C 2.30 2.36 1.07  0.32
12 C -1.81 -0.30 0.23  -0.19
13 C 1.02 -0.98 -0.48  -0.12
14 C 2.64 0.50 -0.67  0.21
15 H 3.10 1.01 -1.49  0.21
16 H -2.71 2.69 0.24  0.19
17 H -4.71 1.02 0.00  0.23
18 H -3.92 -1.19 -0.03  0.24
19 H 2.45 -2.59 0.42  0.25
20 H 4.34 -0.95 0.04  0.24

Calculated values
Kohn-Sham gap (alpha / beta) (eV): 7.095 / 7.100
DFT total energy (eV): -26346.423
Energy above the lowest of the compared OMol25 structures with the same formula, charge and spin (eV): 2.490
Highest occupied orbital energy (alpha / beta) (eV): -7.95 / -7.95
Molecular weight (g mol⁻¹): 207.1
Net charge: 0

---

8.
Computed, not measured: a 2-piece molecular cluster, C5H8N3 overall, with wB97M-V/def2-TZVPD.

Last column: natural (NBO) charge in e.
Element x y z (Å)
1 N 3.20 -1.16 0.65  -0.46
2 N 1.31 -0.31 -0.06  -0.36
3 N 1.72 0.37 1.03  -0.17
4 C 0.97 1.47 1.55  -0.41
5 C -3.25 -1.10 -2.30  -0.53
6 C 2.23 -1.22 -0.26  0.14
7 C 2.87 -0.16 1.45  0.19
8 C -2.25 -1.04 -1.54  0.46
9 H -0.08 1.36 1.27  0.21
10 H 3.43 0.17 2.30  0.22
11 H -4.28 -1.25 -1.98  0.38
12 H 1.34 2.41 1.14  0.22
13 H -3.20 -1.02 -3.39  0.39
14 H 1.05 1.50 2.64  0.23
15 H 2.20 -1.92 -1.07  0.20
16 H -1.33 -0.98 -1.00  0.30

Calculated values
Kohn-Sham gap (eV): 4.561
DFT total energy (eV): -9773.149
Energy above the lowest of the compared OMol25 structures with the same formula, charge and spin (eV): 5.393
Highest occupied orbital energy (eV): -12.83
Molecular weight (g mol⁻¹): 110.1
Net charge: +1